1.
# C4H10O

2 unconnected molecules or ions with the total composition C4H10O (wB97M-V/def2-TZVPD, the OMol25 dataset).

Results
largest force on an atom: 3.57 eV Å⁻¹
ΔE to the lowest compared entry with this formula, charge and spin: 244.8 kJ/mol
E_HOMO: -9.37 eV
structure (SMILES): C=CC.CO
molecular weight: 74.12 Da
electronic energy: -6355.26554 eV

Each line ends with the Löwdin charge.
Element x y z (Å)
C 3.481 -1.240 -1.554  -0.02
C 4.418 -1.884 -0.884  -0.26
C 4.359 -2.497 0.423  -0.13
H 3.688 -1.020 -2.610  0.05
H 2.768 -0.538 -1.077  0.07
H 5.307 -2.088 -1.435  0.09
H 5.091 -2.062 0.969  0.03
H 3.447 -2.486 1.019  0.08
H 4.503 -3.591 0.608  0.10
C -6.309 2.925 0.445  -0.19
O -6.161 2.185 1.645  -0.13
H -5.382 2.824 -0.193  0.09
H -7.095 2.623 -0.193  0.05
H -6.423 4.024 0.610  0.08
H -5.693 2.825 2.227  0.09

---

2.
# C16H26N4O4PZn

A molecular structure, C16H26N4O4PZn (wB97M-V/def2-TZVPD, the OMol25 dataset).

Results
largest force on an atom: 3.66 eV Å⁻¹
E_HOMO: -11.90 eV
total charge: +1
molecular weight: 434.77 Da
electronic energy: -88869.24245 eV

Each line ends with the Löwdin charge.
Element x y z (Å)
Zn 0.008 -1.039 0.401  0.78
O 1.211 -4.784 0.500  0.05
C 0.724 -3.644 0.237  -0.55
O 1.326 -2.495 0.202  -0.09
C -0.731 -3.668 -0.028  -0.16
C -1.329 -4.906 -0.294  0.03
C -2.702 -4.965 -0.464  0.05
C -3.474 -3.767 -0.329  -0.13
C -4.896 -3.719 -0.373  -0.01
C -5.594 -2.542 -0.113  -0.06
C -4.917 -1.409 0.344  -0.07
C -3.552 -1.422 0.376  -0.04
C -2.804 -2.553 0.038  -0.20
N -1.420 -2.487 0.082  0.09
H -0.690 -5.772 -0.380  0.13
H -3.174 -5.920 -0.714  0.13
H -5.447 -4.638 -0.669  0.13
H -6.691 -2.550 -0.250  0.12
H -5.496 -0.574 0.729  0.12
H -3.014 -0.510 0.656  0.11
O -0.037 -1.002 2.536  -0.04
H 0.008 -1.901 2.906  0.10
H -0.792 -0.548 2.998  0.12
C 2.582 0.227 -2.115  -0.07
N 2.706 1.291 -1.096  -0.31
C 3.963 2.000 -1.157  -0.11
P 1.426 1.823 -0.221  0.65
O 0.379 0.705 -0.222  -0.36
N 2.134 2.286 1.247  -0.30
C 3.013 1.376 1.969  -0.11
C 1.471 3.273 2.121  -0.09
N 0.537 3.146 -0.794  -0.31
C 1.083 4.444 -1.071  -0.12
C -0.738 2.875 -1.462  -0.10
H 3.104 -0.668 -1.684  0.11
H 2.964 0.539 -3.091  0.09
H 1.524 -0.080 -2.230  0.08
H 4.745 1.279 -1.427  0.09
H 4.244 2.476 -0.195  0.08
H 4.025 2.795 -1.922  0.09
H 3.246 0.479 1.343  0.10
H 2.633 1.111 2.952  0.08
H 4.011 1.864 2.126  0.10
H 0.639 3.739 1.619  0.06
H 2.218 4.084 2.371  0.11
H 1.141 2.836 3.074  0.08
H 2.133 4.613 -0.793  0.09
H 0.517 5.216 -0.557  0.08
H 1.017 4.617 -2.178  0.11
H -1.261 2.048 -0.968  0.07
H -0.631 2.654 -2.543  0.10
H -1.343 3.767 -1.484  0.08

---

3.
# C27H42BN9O8SSe3TeY

A molecular structure, C27H42BN9O8SSe3TeY (wB97M-V/def2-TZVPD, the OMol25 dataset).

Results
largest force on an atom: 3.48 eV Å⁻¹
ΔE to the lowest compared entry with this formula, charge and spin: 185.5 kJ/mol
E_HOMO: -4.04 eV
total charge: -1
molecular weight: 1116.95 Da
electronic energy: -274365.95355 eV

Each line ends with the Löwdin charge.
Element x y z (Å)
Y 1.268 -0.546 -0.018  0.95
Se -1.033 -2.113 -0.188  0.18
Se 0.609 -3.032 -1.688  -0.11
Te 2.704 -3.575 -0.316  0.23
Se 4.432 -1.887 -0.842  -0.22
C -4.367 -1.442 0.703  -0.16
C -5.640 -1.271 1.598  -0.15
N -5.268 -0.706 2.907  -0.17
C -4.559 0.567 2.680  -0.15
C -3.236 0.319 1.880  -0.14
N -3.170 -1.096 1.477  -0.24
C -3.107 -1.934 2.682  -0.17
C -4.356 -1.648 3.580  -0.16
H -4.396 -0.790 -0.174  0.10
H -4.255 -2.464 0.343  0.10
H -6.135 -2.228 1.773  0.11
H -6.367 -0.604 1.131  0.11
H -4.357 1.025 3.650  0.11
H -5.236 1.231 2.137  0.11
H -2.356 0.530 2.487  0.10
H -3.171 0.939 0.984  0.10
H -2.177 -1.706 3.200  0.10
H -3.060 -2.976 2.364  0.11
H -4.065 -1.207 4.535  0.11
H -4.911 -2.563 3.793  0.10
O -3.617 -4.597 -2.090  -0.06
C -3.026 -4.026 -3.268  -0.23
N -2.643 -2.658 -3.085  0.06
C -3.355 -1.583 -3.541  -0.44
O -4.352 -1.643 -4.243  0.06
C -2.764 -0.315 -3.015  -0.14
C -3.568 0.673 -2.479  -0.02
C -2.960 1.761 -1.881  -0.05
C -1.573 1.818 -1.863  -0.13
N -0.788 0.891 -2.425  0.09
C -1.389 -0.149 -2.998  -0.13
H -2.979 -4.527 -1.370  0.06
H -3.778 -4.061 -4.040  0.12
H -2.158 -4.603 -3.566  0.12
H -1.972 -2.446 -2.355  -0.06
H -4.648 0.559 -2.503  0.12
H -3.538 2.547 -1.411  0.11
H -1.065 2.639 -1.368  0.10
H -0.734 -0.898 -3.435  0.11
N 2.353 2.944 0.916  0.13
C 2.825 2.071 1.826  -0.69
N 2.928 0.784 1.623  0.06
C 3.612 0.178 2.708  -0.30
C 4.012 -1.153 2.777  -0.06
C 4.663 -1.601 3.918  -0.08
C 4.928 -0.742 4.991  -0.11
C 4.554 0.592 4.921  -0.11
C 3.908 1.030 3.768  -0.48
S 3.402 2.645 3.368  1.08
H 2.133 2.625 -0.036  0.07
H 1.967 3.815 1.235  0.10
H 3.838 -1.808 1.936  0.00
H 4.982 -2.637 3.969  0.10
H 5.445 -1.110 5.870  0.09
H 4.777 1.276 5.735  0.10
N 0.373 -0.620 3.998  0.20
C 0.911 -1.681 3.341  -0.64
N 1.102 -2.843 4.032  0.19
O 1.216 -1.617 2.158  -0.18
H 0.288 -0.620 4.997  0.11
H 0.343 0.261 3.495  0.06
H 0.732 -2.992 4.951  0.10
H 1.400 -3.628 3.484  0.11
C 3.778 3.602 -2.701  -0.02
C 2.640 2.648 -2.982  -0.47
C 1.439 3.416 -3.496  -0.02
O 2.253 2.040 -1.714  -0.06
B 2.086 0.621 -1.851  -0.68
O 2.454 0.290 -3.172  0.00
C 3.033 1.413 -3.859  -0.49
C 4.530 1.152 -3.911  -0.02
C 2.463 1.443 -5.260  -0.02
H 3.423 4.403 -2.045  0.09
H 4.147 4.062 -3.626  0.09
H 4.609 3.100 -2.205  0.09
H 1.162 4.172 -2.752  0.09
H 0.586 2.754 -3.641  0.07
H 1.660 3.928 -4.441  0.09
H 4.927 0.995 -2.906  0.09
H 5.082 1.968 -4.394  0.09
H 4.703 0.231 -4.475  0.09
H 1.373 1.445 -5.240  0.09
H 2.790 0.549 -5.797  0.09
H 2.810 2.322 -5.818  0.09
O -0.099 1.943 2.858  -0.03
N -0.359 2.047 1.651  -0.54
O -0.772 3.094 1.157  0.02
O -0.297 0.989 0.898  -0.20

---

4.
# C18H39NO8

4 unconnected molecules or ions with the total composition C18H39NO8 (wB97M-V/def2-TZVPD, the OMol25 dataset).

Results
largest force on an atom: 4.90 eV Å⁻¹
E_HOMO: -9.57 eV
structure (SMILES): NC[C@@H]1OC(=O)O[C@@H]1CCCCOC=O.CC(C)O.CC(C)O.CC(C)O
molecular weight: 397.51 Da
electronic energy: -37165.23965 eV

Each line ends with the Löwdin charge.
Element x y z (Å)
N -0.905 -3.364 -2.221  -0.02
C -1.744 -2.254 -1.650  -0.22
C -1.566 -2.079 -0.068  -0.19
O -2.734 -1.235 0.275  -0.01
C -2.104 0.070 0.311  -0.38
O -2.396 1.102 -0.303  0.13
O -0.999 -0.178 1.217  -0.02
C -0.299 -1.272 0.504  -0.18
C 0.691 -0.532 -0.511  -0.11
C 2.251 -0.668 -0.161  -0.19
C 2.734 -2.140 0.258  -0.13
C 3.596 -1.966 1.629  -0.19
O 3.250 -3.112 2.469  -0.09
C 4.205 -3.306 3.503  -0.25
O 3.971 -4.219 4.327  0.02
H -0.807 -4.047 -1.443  0.06
H -1.464 -3.794 -2.975  0.07
H -1.450 -1.270 -2.182  0.12
H -2.841 -2.435 -1.962  0.12
H -1.820 -3.110 0.375  0.17
H 0.154 -1.911 1.348  0.17
H 0.568 -0.863 -1.610  0.12
H 0.454 0.598 -0.514  0.13
H 2.825 -0.386 -1.124  0.12
H 2.532 0.153 0.594  0.10
H 3.462 -2.563 -0.523  0.12
H 1.899 -2.883 0.468  0.11
H 3.292 -1.026 2.217  0.13
H 4.716 -1.881 1.411  0.13
H 5.162 -2.693 3.576  0.16
C -7.102 -3.377 -1.644  -0.06
C -6.002 -2.528 -2.263  -0.50
C -6.579 -1.428 -3.140  -0.06
O -5.145 -3.358 -3.045  -0.07
H -7.699 -3.868 -2.420  0.08
H -6.673 -4.170 -1.026  0.08
H -7.767 -2.771 -1.024  0.08
H -5.391 -2.084 -1.471  0.13
H -7.158 -1.851 -3.967  0.08
H -5.778 -0.833 -3.586  0.08
H -7.229 -0.764 -2.564  0.08
H -5.675 -3.756 -3.748  0.09
C 6.742 2.666 0.573  -0.07
C 5.471 2.256 -0.156  -0.50
C 4.724 3.468 -0.689  -0.06
O 4.626 1.532 0.736  -0.07
H 6.510 3.303 1.433  0.08
H 7.263 1.787 0.961  0.08
H 7.419 3.210 -0.091  0.08
H 5.722 1.586 -0.982  0.14
H 4.422 4.132 0.127  0.08
H 3.807 3.159 -1.200  0.08
H 5.341 4.036 -1.390  0.08
H 4.398 2.117 1.472  0.09
C -1.647 3.418 2.673  -0.06
C -0.557 4.272 2.046  -0.50
C -1.147 5.373 1.179  -0.07
O 0.293 3.446 1.251  -0.07
H -2.250 2.928 1.902  0.07
H -1.209 2.623 3.283  0.08
H -2.307 4.019 3.303  0.08
H 0.062 4.714 2.832  0.14
H -1.734 4.950 0.357  0.08
H -0.352 5.971 0.725  0.08
H -1.791 6.034 1.764  0.08
H -0.246 3.050 0.553  0.07

---

5.
# H32O16

16 unconnected molecules or ions with the total composition H32O16 (wB97M-V/def2-TZVPD, the OMol25 dataset).

Results
largest force on an atom: 2.74 eV Å⁻¹
ΔE to the lowest compared entry with this formula, charge and spin: 441.6 kJ/mol
E_HOMO: -10.47 eV
molecular weight: 288.24 Da
electronic energy: -33280.35729 eV

Each line ends with the Löwdin charge.
Element x y z (Å)
O 0.033 0.429 -0.069  -0.01
H -0.869 0.383 -0.349  0.00
H 0.278 -0.428 0.229  0.00
O 1.267 1.906 -2.328  -0.07
H 1.534 2.372 -3.145  0.10
H 1.346 2.488 -1.535  0.09
O -2.976 -1.520 0.345  0.01
H -3.717 -1.840 0.834  0.06
H -3.436 -0.761 0.075  0.00
O -0.358 2.375 1.937  -0.04
H -0.216 1.609 1.390  -0.04
H -1.290 2.393 1.895  0.00
O 3.154 -1.096 1.230  -0.06
H 3.492 -1.100 2.139  0.07
H 3.038 -0.143 1.072  0.02
O 1.941 -2.206 -0.927  -0.04
H 2.625 -2.192 -0.221  0.07
H 1.969 -3.081 -1.324  0.10
O 1.184 -2.776 2.943  -0.04
H 0.783 -2.602 2.100  -0.02
H 1.236 -3.716 2.951  0.03
O 2.612 1.698 1.024  0.00
H 1.722 1.672 0.759  -0.02
H 2.585 2.205 1.812  0.05
O 0.858 0.107 3.235  -0.02
H 0.743 0.027 4.159  0.05
H 1.341 -0.641 2.907  -0.01
O -1.235 3.825 -1.348  -0.05
H -1.787 3.056 -1.111  0.00
H -1.347 3.825 -2.287  0.02
O 1.538 -0.704 -3.019  -0.07
H 1.650 0.181 -2.672  -0.01
H 1.670 -1.224 -2.218  -0.03
O -0.963 -1.638 -2.066  -0.03
H -0.191 -1.290 -2.492  -0.01
H -1.588 -1.521 -2.768  0.04
O -1.192 1.071 -3.349  -0.05
H -1.720 0.904 -2.578  -0.03
H -0.284 1.210 -3.049  -0.01
O -2.019 -0.003 2.893  -0.06
H -1.068 -0.211 2.750  0.01
H -2.496 -0.327 2.138  -0.02
O -0.252 -2.272 0.598  -0.04
H 0.389 -2.293 -0.066  -0.04
H -0.991 -1.823 0.182  0.00
O -2.657 1.244 -0.980  -0.02
H -3.326 0.813 -1.509  0.08
H -3.008 1.614 -0.188  0.07